DFT (the ωB97M-V functional and the def2-TZVPD basis) results for 14 unconnected molecules or ions with the total composition C2H31O14.

The geometry in XYZ format:
```
47
Properties=species:S:1:pos:R:3:forces:R:3
C 1.10243 0.11434 1.17966 2.4 1.3 0.3
C 0.72343 -0.73466 0.00166 -1.2 -1.6 0.6
O -0.58257 -1.13566 0.14566 -0.4 -0.3 0.0
H 0.26343 0.70234 1.52966 0.0 0.2 -0.1
H 1.94643 0.80434 0.92466 -0.5 -0.1 0.0
H 1.52843 -0.37466 2.05966 -0.5 -0.6 -0.2
H 1.32743 -1.65066 -0.10734 0.9 0.4 0.3
H 0.82643 -0.24966 -0.95334 0.5 1.1 -0.8
O -1.16057 3.10634 1.35366 0.3 1.5 -0.1
H -1.94457 3.67234 1.47066 0.1 -0.5 0.0
H -0.43857 3.76234 1.30666 -0.2 -0.5 -0.3
O -1.19257 -1.46366 -2.57534 -1.0 -0.4 -3.2
H -0.39157 -1.42166 -3.08934 0.4 0.1 -0.4
H -0.92057 -1.41666 -1.69934 0.5 0.3 3.6
O -1.24257 0.26034 3.91966 -0.1 -1.3 0.9
H -1.30657 0.31034 2.96266 -0.9 -0.1 -0.7
H -0.68457 0.98134 4.12366 0.8 1.2 0.8
O -0.27157 -2.73566 2.32066 0.3 -1.7 1.1
H -0.36757 -2.06966 1.65466 -0.4 1.1 -1.4
H -0.05657 -2.29566 3.13866 -0.1 0.4 0.3
O -0.95457 1.63834 -1.40234 0.7 -1.6 -1.1
H -0.15857 1.65534 -0.87934 0.4 0.1 0.6
H -1.45757 2.36634 -1.12934 -1.1 1.6 0.6
O 0.53343 -4.00366 -0.89134 0.4 -2.1 -0.2
H 0.10043 -3.98766 -1.73734 -0.6 0.2 -0.5
H 0.58343 -3.11766 -0.60834 -0.5 1.8 0.8
O -2.08857 0.49134 1.50566 0.4 0.7 -0.4
H -1.42957 -0.10966 1.07966 -0.3 -1.5 -0.7
H -1.68957 1.26134 1.08666 -0.7 0.5 0.1
O -3.53157 -1.69666 0.09066 0.0 0.2 0.2
H -2.61657 -1.71366 0.41866 -0.1 0.1 -0.3
H -3.80257 -2.61066 0.05966 0.0 -0.4 0.0
O 2.87743 -3.65866 -2.24034 0.9 0.2 -0.8
H 2.08543 -3.76166 -1.70234 -0.3 -0.1 0.2
H 2.75243 -2.87166 -2.80134 -0.1 -0.4 0.7
O 2.22743 -1.10466 -3.20634 1.0 1.5 -0.7
H 2.08643 -0.31166 -2.67334 -0.8 -0.4 0.7
H 2.88443 -0.66566 -3.78734 -0.4 -1.0 -0.2
O -0.49457 3.00834 4.06266 0.2 1.4 0.3
H -0.60657 2.91334 3.09366 -0.3 0.2 0.7
H -0.66257 3.95234 4.31566 0.2 -1.4 -0.6
O 1.61143 3.03434 -0.57834 -0.3 0.4 0.0
H 2.08443 2.96034 0.25666 0.2 -0.3 -0.2
H 2.10543 2.54834 -1.24534 0.1 -0.1 0.2
O 0.16943 1.62634 -3.92834 0.6 0.9 0.7
H -0.17957 1.42634 -3.03134 -0.4 -0.2 -0.5
H 0.41343 2.56534 -3.79434 -0.2 -0.7 -0.4
```
Forces are in eV/Å.

Values from the calculation:
energy above the lowest of the compared OMol25 structures with the same formula, charge and spin = 44.8 kcal per mole
total charge = -1
E_HOMO = -5.17 eV



DFT (the ωB97M-V functional and the def2-TZVPD basis) results for a molecular structure, C23H25N7S2V.

The geometry in XYZ format:
```
58
Properties=species:S:1:pos:R:3:forces:R:3
V -0.38465 0.03824 0.38407 -0.9 -0.7 -0.5
C -2.64080 3.59131 -0.55991 -0.1 0.0 0.1
C -1.78622 2.50427 0.00637 0.3 0.8 0.9
N -1.61812 1.35174 -0.54132 0.7 -0.1 -0.1
C -1.93930 0.96289 -1.90562 0.0 0.1 0.3
C -0.57785 0.97176 -2.60798 0.1 0.0 -0.1
N 0.47288 0.31749 -1.77492 -0.2 -0.2 0.1
C 0.94322 -0.98710 -2.28120 0.1 0.2 -0.1
C 0.01652 -2.09001 -1.82676 0.0 0.0 0.0
N -0.18696 -2.02190 -0.38021 0.5 0.0 0.4
C 0.84828 -2.69965 0.44504 -0.2 0.0 -0.1
C 1.89745 -1.74594 1.02872 0.1 0.4 0.3
N 1.27509 -0.46335 1.37546 0.4 0.8 0.0
C 1.65540 0.38529 2.32042 0.0 -0.2 -0.3
C 2.81454 0.15073 3.23401 0.0 0.0 0.1
C 0.88889 1.60222 2.35210 -0.2 0.5 -0.1
C 1.00838 2.71538 3.19162 0.2 -0.5 0.0
C 0.15905 3.79075 3.03880 -0.5 0.3 -0.4
C -0.82938 3.79121 2.02702 0.4 0.2 0.6
C -0.92980 2.70376 1.20004 -0.5 -0.2 -0.8
N -0.08060 1.64640 1.37330 0.3 -1.2 -0.4
H -3.58344 3.19092 -0.92963 0.0 0.0 0.0
H -2.13088 4.08684 -1.38947 0.0 0.0 0.0
H -2.86186 4.34696 0.19009 0.0 0.0 0.0
H -2.64636 1.63409 -2.39770 0.1 0.0 0.0
H -2.37659 -0.03864 -1.88702 0.0 0.0 0.1
H -0.27585 2.00996 -2.75780 0.0 0.0 0.0
H -0.63350 0.49614 -3.59001 0.0 0.0 0.0
H 1.26994 0.93856 -1.73373 0.0 0.0 0.1
H 1.94190 -1.14510 -1.86852 0.0 0.0 0.0
H 1.03649 -0.97669 -3.37242 0.0 0.0 0.0
H 0.41162 -3.06482 -2.13214 0.0 0.0 0.0
H -0.97144 -1.99273 -2.28589 0.0 0.0 0.0
H -1.10550 -2.46114 -0.21730 -0.1 0.0 0.0
H 1.34970 -3.47806 -0.13799 0.0 0.0 0.0
H 0.32376 -3.19193 1.26138 0.0 0.0 0.0
H 2.69111 -1.54961 0.29894 0.0 0.0 0.0
H 2.36819 -2.22725 1.88930 0.0 0.0 0.0
H 3.71133 0.64397 2.84983 0.0 0.0 0.0
H 3.03572 -0.90845 3.34021 0.0 0.0 0.0
H 2.61782 0.54868 4.22881 0.0 0.0 0.0
H 1.76556 2.73505 3.96464 0.0 0.0 0.0
H 0.25025 4.64507 3.69353 0.0 0.0 0.0
H -1.48604 4.64226 1.91037 0.0 0.0 0.0
S -3.21842 -2.94360 -0.28486 0.0 0.1 0.0
C -2.51694 -3.26218 1.26341 0.1 -0.2 0.1
C -2.36680 -4.60212 1.69561 -0.1 0.0 -0.1
C -1.69565 -4.95600 2.84716 0.0 -0.2 0.1
C -1.54540 -6.35279 3.17840 0.0 0.2 0.0
N -1.41864 -7.46347 3.44328 0.0 0.0 0.0
C -1.14528 -3.96265 3.67594 0.1 0.0 0.1
C -1.31987 -2.63868 3.30219 0.0 0.0 0.0
C -1.97509 -2.27872 2.12928 0.0 0.1 0.0
S -2.08794 -0.54092 1.80571 -0.1 0.0 -0.1
C -0.39142 -4.27192 4.85892 -0.1 0.0 -0.2
N 0.24185 -4.48321 5.79539 0.0 0.0 0.0
H -2.77609 -5.38017 1.06533 0.0 0.0 0.0
H -0.91257 -1.85880 3.93285 0.0 0.0 0.0
```
Forces are in eV/Å.

Values from the calculation:
multiplicity = 2
E_HOMO (alpha / beta) = -6.68 / -6.73 eV



DFT (the ωB97M-V functional and the def2-TZVPD basis) results for a molecular structure, C9H7NO.

The geometry in XYZ format:
```
18
Properties=species:S:1:pos:R:3:forces:R:3
C -2.96539 0.02355 0.02024 3.4 -1.6 -0.4
C -2.26581 -1.19610 -0.30379 -3.0 2.1 0.2
C -0.91299 -1.13382 -0.41165 -2.4 6.1 1.9
C -0.17146 0.04316 -0.12820 -0.7 -0.3 0.4
C -0.86022 1.17886 0.30018 1.5 2.9 -1.5
C -2.26349 1.21003 0.27913 4.8 -7.9 -2.7
C 1.32659 0.05329 -0.15388 -4.8 -1.0 1.2
C 3.36977 0.42556 -0.41796 -2.1 1.8 -0.7
C 3.18820 -0.52648 0.45187 3.5 -1.3 1.5
H -3.99134 -0.08239 0.15975 -1.7 0.4 0.1
H -2.96697 -2.05773 -0.46158 1.5 0.5 0.0
H -0.48367 -1.94023 -0.60471 4.2 -6.8 -1.9
H -0.21312 2.19977 0.34834 -1.7 -2.6 0.4
H -2.88724 1.78044 0.64129 -5.1 7.3 3.4
H 4.21158 0.96765 -0.71498 1.1 0.4 -0.4
H 3.89365 -0.97529 1.08515 0.8 -0.9 0.5
N 2.05017 0.85571 -0.74678 2.7 1.6 -2.2
O 1.94173 -0.82597 0.65757 -1.9 -0.7 0.1
```
Forces are in eV/Å.

Values from the calculation:
energy above the lowest of the compared OMol25 structures with the same formula, charge and spin = 68.6 kcal per mole
E_HOMO = -9.07 eV



DFT (the ωB97M-V functional and the def2-TZVPD basis) results for 3 unconnected molecules or ions with the total composition C20H34BCl2N2O10S2.

The geometry in XYZ format:
```
71
Properties=species:S:1:pos:R:3:forces:R:3
C 5.89417 -1.52216 -0.33788 -0.1 0.2 0.1
C 4.80836 -2.54165 0.02821 0.2 -0.3 0.1
C 3.88801 -3.04608 -1.10030 -0.2 0.0 0.3
Cl 4.73347 -3.08818 -2.67634 0.1 0.0 -0.1
C 2.53901 -2.30626 -1.19869 0.0 -0.1 -0.1
C 1.72797 -2.63557 -2.44151 0.1 0.2 0.1
C 0.41353 -1.87937 -2.33548 0.3 -0.1 -0.1
C 0.66944 -0.37977 -2.52165 -0.4 -0.2 -0.3
C -0.69859 0.34247 -2.74577 0.1 -0.2 0.1
Cl -0.68215 2.12582 -2.59496 0.2 0.1 -0.1
C -1.81326 -0.23855 -1.87445 -0.2 0.3 0.2
C -3.06517 0.61595 -1.68820 -0.1 -0.5 0.1
N 1.56035 0.15571 -1.40007 0.6 -0.2 0.3
B 0.72325 0.27131 -0.08186 -0.2 0.0 0.1
O 0.54569 -0.90440 0.55005 0.1 0.2 0.1
O 0.28097 1.48292 0.33516 -0.1 -0.2 -0.4
C 2.26808 1.43831 -1.71154 -0.3 -0.2 0.2
C 2.39491 1.95267 -2.97844 0.2 0.1 -0.4
C 3.14983 3.10598 -3.13624 -0.2 -0.2 -0.1
C 3.73089 3.67757 -2.02184 0.2 0.3 0.0
N 3.62364 3.16493 -0.80216 0.0 -0.1 0.2
C 2.90988 2.06209 -0.65630 0.0 0.2 0.0
C 2.77035 -0.80769 -1.11727 -0.1 0.0 -0.1
H 6.05518 -0.82344 0.48486 0.0 -0.1 0.0
H 6.84329 -2.01847 -0.53056 0.0 0.0 -0.1
H 5.64771 -0.93765 -1.22387 0.0 0.0 0.0
H 4.17397 -2.15451 0.83302 0.0 -0.1 -0.1
H 5.29252 -3.42430 0.44978 0.0 0.1 0.0
H 3.64913 -4.08562 -0.87622 0.0 0.0 -0.2
H 1.96383 -2.66758 -0.34159 0.1 0.2 0.1
H 2.26920 -2.28641 -3.32525 0.0 -0.3 -0.1
H 1.56965 -3.71179 -2.51403 0.0 0.0 -0.1
H -0.26302 -2.18820 -3.13374 -0.1 0.0 0.1
H -0.03868 -2.09062 -1.36839 -0.2 0.0 -0.2
H 1.25063 -0.33855 -3.44475 0.1 0.4 0.2
H -0.92338 0.16024 -3.79796 -0.1 0.0 0.1
H -2.12687 -1.18488 -2.31720 0.2 -0.1 0.1
H -1.40732 -0.46508 -0.88357 -0.2 -0.2 0.0
H -3.47070 0.97922 -2.63205 0.1 0.1 0.0
H -2.91370 1.43873 -0.99084 0.0 0.1 -0.2
H -3.81448 -0.04333 -1.24716 -0.1 0.2 0.0
H 0.03120 -0.82671 1.36595 -0.1 -0.2 0.0
H -0.67957 1.57465 0.37259 0.1 0.1 0.3
H 1.93588 1.49583 -3.84240 0.0 0.1 0.0
H 3.27419 3.55251 -4.11283 0.0 0.0 0.0
H 4.31321 4.58816 -2.11193 0.0 -0.1 0.0
H 2.84909 1.66350 0.35260 0.0 0.0 0.0
H 3.11775 -0.52195 -0.12605 0.1 0.1 -0.1
H 3.53365 -0.51487 -1.83890 -0.1 -0.1 -0.1
C -5.68040 -2.43824 1.15693 0.0 -0.2 0.1
C -5.72199 -2.13961 2.64325 -0.2 0.1 0.0
O -4.33534 -1.89836 2.97146 0.2 -0.1 0.0
S -3.60435 -1.19537 1.76280 -0.4 0.1 0.0
O -3.56546 0.21442 1.96074 0.2 0.0 -0.2
O -2.39534 -1.88832 1.47780 0.3 0.0 0.0
O -4.69375 -1.50914 0.65153 0.0 0.0 0.1
H -5.34069 -3.45310 0.95171 0.0 0.0 0.0
H -6.62365 -2.24915 0.65438 0.0 0.1 -0.1
H -6.07697 -2.97256 3.24113 0.1 0.0 0.0
H -6.29822 -1.24248 2.86895 0.0 0.0 0.0
C -2.42120 2.08535 4.32458 -0.2 -0.1 0.0
C -2.34223 3.41809 3.60619 0.2 0.0 0.0
O -3.32601 4.21569 4.27087 -0.1 -0.1 0.0
S -3.38789 3.83397 5.82462 0.0 0.0 0.0
O -2.58994 4.72973 6.57774 0.0 0.0 0.0
O -4.74258 3.59330 6.16062 0.0 0.0 0.0
O -2.59888 2.44833 5.70010 0.1 0.0 0.0
H -3.27868 1.50274 3.99297 0.0 0.0 0.0
H -1.51392 1.49312 4.23578 0.0 0.0 0.1
H -2.60401 3.34787 2.55370 -0.1 0.1 0.0
H -1.36344 3.88876 3.72015 0.0 0.0 0.0
```
Forces are in eV/Å.

Values from the calculation:
total charge = +1
E_HOMO = -12.74 eV



Which maximum force belongs to each record? In order, 3.653 1.328 9.649 0.664 eV Å⁻¹.